Entry 1:
C2H7NO3S | wB97M-V/def2-TZVPD

Summary:
E_LUMO (eV): 0.62
F_max (hartree/bohr): 0.044
ΔE to the lowest compared entry with this formula, charge and spin (kJ/mol): 141.60
Net charge: 0
Gap between HOMO and LUMO (eV): 9.6
Highest occupied orbital energy (eV): -8.99

Element x y z (Å)
O (-1.60721, -2.25426, 2.31980)
H (1.53216, -0.60092, -0.30337)
N (-0.15205, 1.11415, 0.74814)
C (0.69996, 1.28438, -0.16262)
H (-0.86611, -1.34132, -0.33551)
H (0.66554, 2.23217, -0.64772)
H (2.66804, 0.74306, -0.48304)
C (1.67010, 0.35664, -0.77525)
H (-2.16942, -2.85723, 1.83933)
S (-1.26717, -0.79665, 1.70617)
O (-1.69828, -1.18994, 0.13049)
O (-2.26871, 0.06005, 2.23665)
H (-0.65568, 1.91775, 1.10173)
H (1.71546, 0.33505, -1.85171)

***

Entry 2:
C17H25NO3 | wB97M-V/def2-TZVPD

Summary:
E_LUMO (eV): -0.45
F_max (hartree/bohr): 0.367
Structure (SMILES): CC(C)(C)NC[C@@H](O)COc1cccc2c1CCCC2=O
ΔE to the lowest compared entry with this formula, charge and spin (kJ/mol): 1882.79
Net charge: 0
Gap between HOMO and LUMO (eV): 7.6
Highest occupied orbital energy (eV): -8.01

Element x y z (Å)
C (3.40325, 0.43667, 0.46675)
H (-4.36716, -2.03862, -0.14611)
C (-2.43343, 0.44724, -1.12295)
H (-3.33372, -2.35018, -1.34445)
H (1.49676, -0.77372, -1.60577)
C (4.18025, -0.97949, -1.31486)
H (-3.55740, 0.14198, 0.87319)
H (-2.63778, -2.89777, 2.43492)
C (2.16417, 0.70468, -0.13539)
H (-3.94573, -1.32286, 2.35972)
H (-2.26368, -1.12439, 2.88205)
O (5.36453, -0.62895, 0.43850)
H (-1.24436, 1.99907, 1.02860)
C (1.21893, 1.88351, 1.73014)
C (-1.02856, -1.99584, 0.33666)
H (3.68638, -1.99171, -1.27506)
H (5.16992, -1.54700, -1.78741)
H (-0.20898, -1.23721, 0.70437)
C (-2.16430, 1.89906, -0.94430)
H (1.54832, 1.03772, -2.30583)
H (0.50068, 2.41606, 2.00793)
C (4.32367, -0.48379, 0.19292)
N (-2.64642, -0.17487, 0.39125)
O (-3.46682, 2.73598, -0.48649)
C (-1.02965, 2.08353, -0.08319)
H (-0.82570, -2.04252, -0.84337)
C (-2.83415, -1.72289, 2.04459)
C (-3.60594, -2.36643, -0.28323)
H (-1.56742, 0.01467, -1.53243)
H (3.25197, -0.56740, -3.15818)
H (2.50275, 1.99580, 3.40284)
H (-3.56321, -3.31964, -0.13724)
C (-2.48478, -1.70660, 0.39294)
C (2.43452, 1.42448, 2.42281)
C (3.35893, 0.74498, 1.92454)
H (-3.39342, 3.58662, -0.54275)
H (4.04680, 0.97540, -2.37761)
H (-0.98600, 3.28815, 0.16408)
C (2.02272, 0.17264, -1.75889)
C (1.16594, 1.43389, 0.17250)
O (0.14696, 1.81304, -0.48733)
H (-0.77663, -3.01126, 0.63198)
H (4.23363, 0.49961, 2.29491)
H (-3.26767, 0.25381, -1.40213)
H (-1.90911, 2.31393, -2.11245)
C (3.32092, -0.01936, -2.11078)

***

Entry 3:
C34H50ClN6O4STl | wB97M-V/def2-TZVPD

Summary:
E_LUMO (eV): 0.40
F_max (hartree/bohr): 0.041
Net charge: 0
Gap between HOMO and LUMO (eV): 7.6
Highest occupied orbital energy (eV): -7.16

Element x y z (Å)
C (2.81556, -3.69063, -0.68355)
H (3.76939, -0.83355, -1.08096)
C (1.48334, -3.53755, -2.67221)
C (3.25608, -0.85987, 1.68836)
Tl (0.15144, -0.19230, -0.23799)
N (2.88946, 0.99242, -0.66797)
C (0.84692, 5.15583, -1.03355)
C (-2.54310, 1.35024, -4.12395)
H (-3.29163, 2.80202, 3.19999)
H (-4.10314, -1.84652, -1.26557)
C (-1.27172, -3.96449, 5.44141)
C (-2.57028, -4.14682, 5.88993)
C (0.66533, -2.54561, -3.49445)
H (2.40042, 1.26920, -4.03847)
H (-1.76992, 2.03849, -4.43438)
O (-0.31604, -2.34198, 1.67272)
H (-1.26218, 1.77332, 4.13253)
C (-3.64222, -3.80765, 5.07800)
H (-0.50123, 3.63608, -2.59056)
C (-2.32412, -0.77508, 2.19533)
H (0.11469, 5.09219, 2.99386)
C (4.40071, -0.22371, 0.87812)
H (1.60377, 5.33628, -0.28028)
H (0.29590, -3.06248, -4.38210)
H (-4.65230, -3.93881, 5.43890)
S (-1.78921, -2.44114, 1.69047)
H (0.97899, -4.51413, -2.64839)
N (1.65861, -3.09472, -1.30621)
C (3.07437, -3.13294, 0.73297)
H (-4.12322, -0.78958, 1.04174)
H (-0.43105, -4.21439, 6.07455)
H (3.68326, -1.29418, 2.61205)
C (-3.49144, -0.22079, 1.70504)
H (1.75504, -2.08234, -1.28754)
H (2.50700, -1.64967, -4.18089)
O (-1.14561, 0.61799, -2.40702)
C (-4.51590, -0.41985, -3.31453)
C (-3.41807, -3.29159, 3.81264)
H (2.56465, -0.07072, 1.98887)
H (1.59850, 5.74133, 2.26418)
C (-4.72538, 0.41467, -4.37416)
H (0.29899, 6.07965, -1.23378)
H (3.72494, -3.55104, -1.30762)
C (0.66920, 5.20586, 2.05419)
C (-1.51344, -0.06030, 3.06028)
N (1.55683, -0.31919, -2.88904)
H (2.41735, 3.24639, 2.80875)
C (1.43181, 2.94456, 2.45306)
C (-1.87532, 1.21996, 3.43594)
N (0.96432, 3.90899, 1.47827)
C (-3.02686, 1.79189, 2.92366)
C (-0.98654, 3.65960, -1.61505)
O (-2.21244, -1.44144, -0.73714)
C (2.58809, 0.66969, -3.12655)
C (-3.83140, 1.07539, 2.05526)
H (-1.32125, 2.65459, -1.36654)
H (-0.18775, -2.21954, -2.89765)
H (0.75977, 2.85603, 3.31174)
N (2.49946, -1.81151, 0.90982)
C (-1.04870, -3.44740, 4.17680)
H (4.92767, 0.52347, -1.06853)
C (-3.30018, -0.40151, -2.60318)
H (2.98011, 1.71728, 0.03782)
H (0.05914, 5.79758, 1.37690)
C (2.73596, 1.64862, -1.95727)
H (1.05659, -0.91229, -4.86189)
H (2.64238, -4.77119, -0.61876)
H (4.15455, -3.08902, 0.88913)
C (0.07799, 3.38991, 0.52846)
C (1.48627, -1.32862, -3.93539)
H (3.59391, 2.31163, -2.19143)
H (4.71304, 0.69349, 1.38661)
H (5.25896, -0.89873, 0.86728)
H (1.57241, -1.93259, 1.29545)
H (-4.72441, 1.52743, 1.64851)
H (-1.84358, 4.33509, -1.66484)
H (-4.24730, -3.02122, 3.17644)
H (1.34948, 4.85267, -1.95615)
O (-0.49950, 2.32628, 0.70580)
C (4.03344, 0.09473, -0.57301)
H (2.46039, -3.68633, -3.17525)
H (-2.74718, -4.55237, 6.87550)
H (1.83554, 2.26394, -1.88941)
C (-2.11921, -3.10747, 3.37014)
H (-0.04947, -3.30367, 3.79013)
H (3.53660, 0.14044, -3.27859)
H (1.49522, 1.97210, 1.97275)
H (-3.92164, 1.96950, -5.62434)
H (2.65793, -3.83467, 1.46804)
Cl (-6.24934, 0.38857, -5.21664)
H (-5.29165, -1.10681, -3.00603)
N (-0.04804, 4.10909, -0.61066)
H (0.64698, 0.14277, -2.84743)
H (-0.60566, -0.51278, 3.43053)
C (-3.73014, 1.31329, -4.78738)
C (-3.17715, -1.26829, -1.47922)
C (-2.25289, 0.51054, -2.99544)